C33H92N10O9 as an isolated structure at a distorted geometry. Source: the OMol25 dataset; level of theory: ωB97M-V/def2-TZVPD.

E_HOMO ... -7.1 eV
Energy relative to the best compared isomer or geometry (same formula, charge and spin) ... 4504.24 kJ/mol
Energy ... -2535.428418 Eh
Charge ... 0
Frontier orbital gap ... 7.48 eV
Maximum force ... 17.4 eV/A

Atoms and positions in Å:
N (-3.604, -2.835, 1.875)
N (-4.874, -1.012, 1.776)
H (-3.531, -3.137, 3.877)
O (-1.795, 1.156, 1.472)
H (-0.269, 3.292, -2.980)
H (-1.081, -2.347, 2.364)
C (1.510, 0.497, 5.033)
C (-1.666, -2.411, -0.063)
C (0.967, -0.877, -7.287)
H (1.818, -3.556, -4.254)
N (3.116, 0.585, 0.830)
N (0.570, -0.924, -2.409)
H (1.362, -1.477, -8.107)
H (-3.148, -5.468, 2.344)
O (4.738, -2.034, 0.718)
H (0.240, -1.749, -0.776)
N (-0.227, -3.665, -1.462)
O (0.523, 2.685, 3.139)
C (4.154, -1.386, -0.379)
H (2.012, 2.623, -3.438)
H (-1.622, -4.790, 2.068)
H (-2.147, -5.085, 3.781)
H (1.478, 0.086, -7.273)
H (1.452, 4.518, 2.618)
H (-1.287, 0.647, 4.393)
O (1.448, 0.899, -2.539)
H (-0.394, -4.610, -1.147)
H (0.514, 0.196, 3.230)
H (3.474, 0.236, -2.529)
H (-2.869, -1.220, 1.227)
H (1.735, -3.230, 3.279)
H (0.775, 0.065, -2.407)
H (0.590, -0.721, 1.801)
H (-0.486, 0.074, 3.012)
H (-0.236, 1.070, -4.783)
H (-6.273, 4.114, -0.236)
H (-0.966, 1.845, -2.845)
H (0.592, 1.287, -1.312)
H (-0.889, 1.912, 3.209)
H (-0.416, 3.062, -6.208)
H (2.583, -0.058, -1.054)
H (2.339, -1.268, -3.480)
H (-0.776, 3.698, -2.314)
C (0.677, -3.155, 0.813)
H (-0.786, 0.352, 1.501)
C (1.528, 1.692, -3.730)
O (-1.941, -1.222, 4.018)
H (-3.045, 0.087, -0.766)
H (1.241, 2.527, -6.295)
H (2.421, 0.962, 5.410)
H (-0.117, 2.227, 1.765)
C (-5.447, 3.597, 0.253)
H (-2.552, 3.806, -2.449)
H (-2.272, -1.826, -0.755)
C (5.477, 0.638, 0.408)
H (-5.403, 4.101, 1.218)
C (0.201, 1.985, -4.382)
H (3.639, -3.709, 0.480)
H (-0.909, 3.732, 0.061)
N (0.123, 1.240, -0.419)
H (0.011, -0.499, 4.516)
C (1.128, -3.069, -3.566)
H (-3.026, 4.974, 0.468)
H (0.844, 3.673, 1.228)
H (0.634, 0.934, 5.514)
H (-1.686, 3.081, 2.101)
C (1.674, -2.262, 2.782)
H (1.967, 1.031, -4.477)
O (1.361, -1.529, -6.037)
N (-0.780, 2.592, -3.499)
H (5.338, -3.844, -0.248)
C (0.687, 0.280, 0.142)
H (0.974, 0.249, -4.815)
H (-0.304, -0.913, -5.128)
H (-0.963, -3.492, -2.133)
H (-0.240, 4.388, 2.196)
C (-0.208, -2.659, -0.377)
H (-4.845, -0.988, 2.786)
H (-1.718, -1.828, 0.856)
C (1.519, 0.514, 3.507)
C (4.107, 0.200, -0.150)
C (-1.125, 2.150, 2.171)
C (-1.596, -2.396, 3.323)
H (5.998, 1.074, -0.444)
H (-5.753, -0.589, 1.516)
H (-0.106, -0.742, -7.151)
H (-3.092, 3.463, 1.234)
H (-3.000, -2.731, 1.072)
N (2.582, -0.361, 2.994)
C (1.690, 1.902, 2.979)
H (3.093, 1.589, -1.582)
H (-4.645, -0.904, -0.739)
H (2.324, -1.320, 3.181)
H (2.721, -0.184, 2.010)
N (0.086, -0.071, 1.215)
H (1.564, -1.472, 3.525)
H (-2.124, 1.603, 0.302)
H (-2.856, 0.467, 3.019)
O (0.686, -2.170, 1.856)
C (-0.899, -0.274, 3.959)
C (-2.850, -3.253, 3.034)
H (-2.159, 1.679, -1.312)
H (2.220, 0.383, 0.409)
H (5.409, 1.423, 1.161)
N (-1.676, 2.028, -0.497)
H (2.553, 2.357, 3.466)
O (-4.281, 3.694, -0.556)
H (6.132, -0.163, 0.753)
O (1.645, -0.259, -0.272)
H (5.087, -4.009, 1.450)
H (3.929, 0.664, -1.120)
H (3.161, -1.770, -0.612)
H (-3.696, 1.627, 1.979)
H (-1.705, 5.176, -1.940)
H (-2.233, -3.313, 0.166)
C (-2.444, -4.761, 2.783)
C (-3.617, -0.435, 1.117)
H (0.739, -1.340, -1.503)
H (-3.818, -1.857, 2.009)
C (-1.684, 4.090, -1.855)
C (2.680, 0.630, -1.894)
H (-0.822, 1.559, -0.262)
C (4.704, -3.496, 0.567)
H (0.144, -3.353, -3.938)
C (0.761, -0.815, -4.917)
C (0.491, 2.935, -5.617)
C (-3.034, 0.762, 1.985)
C (-3.156, 3.915, 0.244)
C (-3.991, -0.160, -0.284)
C (1.278, -1.502, -3.570)
H (-5.722, 2.561, 0.449)
H (-0.938, -2.994, 3.955)
C (-1.829, 3.491, -0.472)
H (0.380, -4.147, 1.154)
H (3.244, 1.580, 0.941)
H (4.783, -1.494, -1.263)
H (1.594, -0.553, 5.315)
H (-4.582, 0.757, -0.298)
H (1.232, -3.515, -2.577)
H (2.662, -1.965, 2.430)
H (1.703, -3.252, 0.458)
H (1.853, 1.797, 1.906)
C (0.682, 3.816, 2.296)
H (0.875, 3.895, -5.271)

Atom charges from the Löwdin analysis, given in e for atoms 1 to 6: -0.017, 0.024, 0.135, -0.228, 0.026, 0.093

A 13-piece molecular cluster, C33H92O13 overall at a distorted geometry. Source: the OMol25 dataset; level of theory: ωB97M-V/def2-TZVPD.

E_HOMO ... -9.9 eV
Energy relative to the best compared isomer or geometry (same formula, charge and spin) ... 241.36 kJ/mol
Energy ... -2290.444324 Eh
Charge ... 0
Frontier orbital gap ... 10.15 eV
Maximum force ... 4.7 eV/A

Atoms and positions in Å:
H (1.491, 2.117, 3.159)
H (6.982, -0.970, -2.386)
C (-4.149, 0.946, -2.636)
H (1.300, -1.408, -0.858)
O (-4.458, -1.723, 1.299)
H (2.216, 5.180, -1.130)
C (-3.598, 5.295, 0.500)
C (-4.877, 4.933, -0.271)
H (-5.340, 4.029, 0.123)
H (-1.805, -2.911, -2.686)
H (-3.181, -1.429, 3.442)
H (3.139, -4.020, 0.590)
H (4.113, 0.764, -1.431)
H (-4.941, -3.110, 2.625)
H (1.305, 0.273, -4.104)
H (-2.048, -1.963, 2.358)
H (-4.460, -4.267, 0.509)
H (0.430, -1.927, 5.493)
H (-0.026, -1.036, 1.458)
C (-4.874, 2.354, 2.315)
C (1.675, 1.298, -4.076)
C (0.814, -0.510, -0.477)
H (2.622, -1.948, 2.929)
H (-2.338, 4.509, -1.074)
H (-3.244, -4.891, 1.608)
H (6.986, 1.591, -1.989)
H (1.426, -3.092, 4.655)
C (2.503, -1.071, 3.566)
H (2.004, -4.080, -2.936)
O (-3.163, 6.547, 0.211)
C (1.453, -2.288, 5.391)
H (-4.670, 4.940, -1.341)
H (0.291, 2.618, -2.284)
H (-1.001, 1.774, -3.150)
O (5.609, -2.609, 0.817)
H (2.026, 2.447, 1.004)
C (-1.176, 0.637, 0.647)
H (-2.641, 3.409, 0.368)
H (2.432, 1.164, -4.848)
O (-5.105, -1.132, -1.715)
O (1.384, 3.644, -4.557)
H (3.985, -4.810, -0.840)
H (-3.155, 0.555, -2.851)
H (-2.889, 1.237, 3.528)
H (-5.836, 2.438, 1.811)
H (-2.074, -1.556, 0.304)
H (-4.139, 2.256, 1.516)
H (4.402, -1.825, 4.283)
H (4.830, 3.177, 1.275)
H (-5.867, 2.123, -1.060)
H (1.558, -3.080, -4.351)
C (-2.486, 4.424, 0.002)
H (4.246, 3.691, -0.713)
H (0.740, -5.388, -4.444)
H (0.112, 2.089, -5.181)
C (-5.946, 1.145, 4.164)
H (-4.004, 2.017, -2.496)
C (-0.253, 2.563, -3.226)
C (0.785, 2.394, -4.380)
H (2.228, 2.175, -0.697)
H (1.738, -2.894, 6.251)
C (-0.397, -5.444, -2.563)
H (-0.489, -4.164, -5.615)
C (-2.918, -2.337, 2.898)
H (3.324, -0.437, 3.231)
C (4.737, -0.112, -1.608)
H (3.840, -2.975, -0.655)
O (-0.778, -4.107, -4.701)
H (-3.845, 5.260, 1.561)
H (3.331, 5.773, 0.083)
H (3.403, 1.598, 0.458)
C (1.191, -3.565, -3.447)
O (-1.178, -1.736, 0.011)
H (-0.626, -6.483, -2.801)
H (-6.711, 0.788, -0.357)
H (-5.193, -2.010, 0.753)
H (7.914, 1.225, -0.430)
C (-3.584, -3.991, 1.097)
H (-2.102, 0.435, 1.186)
H (-4.180, 0.331, -0.650)
H (-5.791, 0.136, 4.545)
C (-4.729, 1.283, 3.324)
O (-2.518, -2.424, -2.271)
H (-4.306, -1.450, -2.141)
C (6.963, 1.224, -0.963)
H (6.026, -2.181, 0.066)
H (0.630, -2.988, -2.712)
H (-6.828, 1.110, -2.067)
H (0.714, 0.259, -1.244)
H (-2.941, 6.648, -0.717)
H (5.075, -4.378, 1.504)
H (-1.540, 1.097, -0.272)
C (-0.354, -0.724, 0.467)
H (-4.713, 3.296, 2.838)
H (-1.410, -5.151, -2.288)
H (4.067, -0.908, -1.281)
C (2.770, 2.450, 0.207)
H (-4.614, 0.392, 2.706)
O (0.879, 2.080, 3.894)
H (1.533, -0.585, 3.468)
H (1.800, 5.003, 0.536)
H (6.013, -0.278, 0.088)
H (1.811, 3.502, -5.405)
C (0.207, -4.695, -3.793)
H (-0.583, 1.288, 1.289)
H (-2.188, -2.212, -1.398)
H (-2.857, -3.747, 0.323)
C (3.518, 3.736, 0.097)
H (1.070, 2.867, 4.405)
H (0.260, -5.534, -1.698)
H (1.505, -0.071, 0.243)
C (3.914, -3.950, -0.173)
H (7.333, -4.713, 0.292)
H (2.699, -0.466, 5.637)
H (-6.886, 1.245, 3.621)
H (6.279, -5.261, -0.939)
O (3.871, -2.139, 5.019)
H (-1.539, 4.562, 0.524)
O (4.263, 3.951, 1.295)
H (-4.826, 0.981, -3.490)
C (-6.129, 1.079, -1.231)
H (-0.773, 3.521, -3.253)
H (6.310, 1.970, -0.509)
C (2.646, -1.366, 5.024)
C (5.250, -3.894, 0.543)
O (-3.595, 1.467, 4.137)
H (-5.490, 5.798, -0.019)
H (2.281, 1.497, -3.192)
C (6.482, -4.394, -0.310)
C (-4.058, -2.861, 2.036)
C (-4.855, 0.306, -1.506)
H (6.742, -3.631, -1.043)
H (4.741, -0.145, -2.698)
C (6.144, -0.041, -0.968)
H (-2.603, -3.057, 3.653)
O (6.748, -1.203, -1.484)
H (-5.888, 1.875, 4.972)
C (2.644, 4.959, -0.153)

Atom charges from the Löwdin analysis, given in e for atoms 1 to 6: 0.004, 0.103, -0.070, 0.072, -0.071, 0.081